Entry from the Open Molecules 2025 dataset: 5 unconnected molecules or ions with the total composition C27H28BFN6O5S (ωB97M-V/def2-TZVPD).

Each line ends with the Löwdin charge.
Atoms and positions in Å:
C -3.7392 4.9104 -4.8781  0.03
B -3.7498 3.3513 -4.8630  -0.49
O -3.5629 2.6706 -6.0197  0.18
C -3.9971 2.5289 -3.5016  0.02
C -3.1343 1.8071 -2.7825  -0.11
S -1.4534 1.7547 -3.3606  0.66
O -1.3934 1.2316 -4.6758  -0.21
O -0.8594 3.0032 -3.0288  -0.23
F -0.7864 0.6957 -2.4441  -0.13
C -3.5421 1.1180 -1.5037  -0.28
O -2.7888 0.4239 -0.8597  0.12
C -4.9323 1.3203 -1.0319  -0.20
N -5.2614 0.6798 0.1497  0.14
C -5.8157 2.0488 -1.7355  -0.21
N -7.1191 2.2795 -1.3163  0.14
C -5.4096 2.6633 -3.0002  -0.27
O -6.2065 3.2791 -3.6862  0.13
H -2.7442 5.3208 -4.6892  0.07
H -4.0463 5.2401 -5.8728  0.08
H -4.4380 5.3282 -4.1534  0.07
H -3.8399 1.7518 -5.9820  0.12
H -5.9163 1.2073 0.7129  0.10
H -4.4429 0.4542 0.7012  0.10
H -7.4998 1.4902 -0.8075  0.09
H -7.7264 2.4891 -2.0994  0.10
C 1.6448 1.2445 1.2782  -0.08
C 2.1457 0.2596 2.1133  -0.08
C 2.0439 -1.0654 1.7140  -0.15
N 1.4812 -1.4404 0.5649  0.06
C 1.0005 -0.4834 -0.2266  -0.16
C 1.0596 0.8696 0.0792  -0.07
H 1.7101 2.2893 1.5554  0.10
H 2.6106 0.5070 3.0582  0.10
H 2.4293 -1.8632 2.3408  0.08
H 0.5478 -0.8238 -1.1495  0.09
H 0.6576 1.6080 -0.5999  0.09
C -0.8183 7.4431 -2.5610  -0.07
C -1.4177 8.6262 -2.1587  -0.07
C -2.6238 8.5584 -1.4766  -0.16
N -3.2428 7.4161 -1.1862  0.06
C -2.6540 6.2900 -1.5801  -0.16
C -1.4490 6.2452 -2.2658  -0.08
H 0.1225 7.4535 -3.0963  0.11
H -0.9634 9.5852 -2.3678  0.10
H -3.1202 9.4642 -1.1458  0.10
H -3.1778 5.3708 -1.3342  0.10
H -1.0246 5.2952 -2.5579  0.08
C 3.0645 -5.9039 5.7735  -0.08
C 1.8684 -5.4173 5.2678  -0.08
C 1.9097 -4.3451 4.3902  -0.16
N 3.0396 -3.7531 4.0075  0.05
C 4.1796 -4.2297 4.5031  -0.16
C 4.2476 -5.2989 5.3841  -0.09
H 3.0736 -6.7446 6.4556  0.10
H 0.9205 -5.8598 5.5428  0.10
H 0.9956 -3.9402 3.9689  0.10
H 5.0866 -3.7348 4.1734  0.11
H 5.2042 -5.6491 5.7391  0.09
C 7.0253 -8.6744 1.5576  -0.08
C 7.6752 -8.6796 2.7818  -0.08
C 7.2724 -7.7679 3.7458  -0.15
N 6.2947 -6.8837 3.5593  0.06
C 5.6798 -6.8887 2.3794  -0.14
C 6.0050 -7.7606 1.3505  -0.07
H 7.3094 -9.3705 0.7789  0.10
H 8.4777 -9.3745 2.9885  0.10
H 7.7565 -7.7449 4.7164  0.10
H 4.8879 -6.1569 2.2547  0.10
H 5.4694 -7.7193 0.4121  0.10

HOMO-LUMO gap (eV): 6.92
HOMO level (eV): -8.9
Calculated total energy (Ha): -2273.3306
Lowest unoccupied orbital energy (eV): -1.95
SMILES: CB(O)C1=C(S(=O)(=O)F)C(=O)C(N)=C(N)C1=O.c1ccncc1.c1ccncc1.c1ccncc1.c1ccncc1
M (u): 578.44

=====

Entry from the Open Molecules 2025 dataset: a molecular structure, C27H28BN2NiP (ωB97M-V/def2-TZVPD).

Each line ends with the Löwdin charge.
Atoms and positions in Å:
Ni 0.2079 0.6521 0.9688  0.21
C 1.5875 -2.5546 0.6744  -0.05
C 2.6118 -2.2027 -0.3696  -0.25
C 3.2343 -3.2193 -1.0842  -0.04
C 4.1918 -2.9466 -2.0455  -0.07
C 4.5516 -1.6355 -2.3114  -0.08
C 3.9390 -0.6060 -1.6165  -0.09
C 2.9708 -0.8742 -0.6508  -0.27
P 2.2156 0.4564 0.3358  1.10
C 2.3809 1.9618 -0.6934  -0.27
C 2.0017 1.8037 -2.0281  -0.11
C 1.9594 2.8740 -2.9033  -0.06
C 2.2962 4.1362 -2.4422  -0.07
C 2.6513 4.3042 -1.1148  -0.05
C 2.6917 3.2426 -0.2120  -0.24
C 3.0318 3.5615 1.2206  -0.03
C 3.2156 0.5661 1.8182  -0.33
C 4.6061 0.5294 1.9058  -0.07
C 5.2078 0.7303 3.1326  -0.08
C 4.4171 0.9483 4.2604  -0.07
C 3.0356 0.9236 4.1766  -0.04
C 2.4154 0.7061 2.9445  -0.31
C 0.9363 0.5123 2.7475  -0.19
H 1.4677 -3.6354 0.7315  0.08
H 0.6159 -2.1138 0.4437  0.07
H 1.8844 -2.1965 1.6621  0.07
H 2.9554 -4.2454 -0.8810  0.11
H 4.6550 -3.7592 -2.5891  0.11
H 5.2982 -1.4107 -3.0608  0.10
H 4.2135 0.4177 -1.8391  0.11
H 1.7192 0.8255 -2.4023  0.10
H 1.6539 2.7137 -3.9272  0.11
H 2.2698 4.9887 -3.1065  0.10
H 2.8962 5.2942 -0.7507  0.11
H 3.0974 4.6408 1.3437  0.08
H 3.9806 3.1259 1.5324  0.08
H 2.2722 3.1880 1.9122  0.07
H 5.2045 0.3720 1.0163  0.11
H 6.2857 0.7283 3.2181  0.10
H 4.8909 1.1154 5.2188  0.10
H 2.4330 1.0498 5.0672  0.11
H 0.3437 0.9902 3.5309  0.05
H 0.7633 -0.5736 2.8628  0.07
C -2.7205 4.3851 1.4695  -0.06
C -2.9808 3.4066 0.5259  -0.04
C -2.2027 2.2638 0.5137  -0.10
N -1.2051 2.0503 1.3823  0.02
C -0.9656 2.9999 2.2947  -0.11
C -1.6923 4.1737 2.3717  -0.05
H -3.3043 5.2950 1.4986  0.11
H -3.7691 3.5169 -0.2040  0.11
H -2.3678 1.4843 -0.2173  0.10
H -0.1524 2.8161 2.9776  0.09
H -1.4428 4.9037 3.1279  0.11
B -1.3786 -0.4793 -3.2333  -0.42
C -0.8965 -0.0937 -1.7886  -0.18
N -0.5564 0.2176 -0.7274  0.06
H -1.5164 -1.6816 -3.2722  0.00
H -0.5008 -0.0954 -3.9866  0.00
H -2.4219 0.1176 -3.4194  0.00

HOMO-LUMO gap (spin up / spin down) (eV): 8.81 / 8.81
Energy relative to the best compared isomer or geometry (same formula, charge and spin) (kcal per mole): 0.0
HOMO level (spin up / spin down) (eV): -8.6 / -8.6
Calculated total energy (Ha): -3029.6943
Lowest unoccupied orbital energy (spin up / spin down) (eV): 0.17 / 0.17
M (u): 481.01

=====

Entry from the Open Molecules 2025 dataset: a molecular structure, C27H28Br2N3O3Pd (ωB97M-V/def2-TZVPD).

Each line ends with the Löwdin charge.
Atoms and positions in Å:
Pd 0.4150 0.4417 0.7176  1.01
C -0.1201 -2.4854 2.7944  -0.05
C 1.0229 -1.5916 3.2774  -0.38
C 2.1253 -2.4329 3.9427  -0.02
C 1.6528 -0.7637 2.1775  -0.29
C 1.9614 -1.3006 0.9117  -0.03
C 2.7399 -0.5717 -0.0569  -0.01
C 3.1599 0.7076 0.1793  -0.27
C 4.0305 1.4642 -0.7851  -0.01
C 2.7688 1.2842 1.4174  0.03
C 2.0619 0.5617 2.4017  -0.07
H -0.6981 -2.8366 3.6482  0.10
H 0.2528 -3.3719 2.2767  0.09
H -0.8015 -1.9589 2.1217  0.05
H 0.6416 -0.8977 4.0310  0.13
H 2.5960 -3.1028 3.2191  0.10
H 1.6952 -3.0419 4.7369  0.10
H 2.8998 -1.8044 4.3850  0.10
H 1.7047 -2.3352 0.7177  0.14
H 3.0336 -1.0667 -0.9762  0.14
H 5.0788 1.3485 -0.4999  0.11
H 3.8171 2.5328 -0.7690  0.09
H 3.9264 1.0892 -1.8012  0.09
H 3.1083 2.2887 1.6464  0.14
H 1.9218 0.9915 3.3854  0.13
C -1.4037 1.4258 3.3432  0.01
C -1.7713 2.2681 2.1697  -0.24
C -2.8107 3.1973 2.2316  0.06
C -3.1227 3.9612 1.1311  0.05
C -2.3701 3.8051 -0.0385  -0.16
C -2.5871 4.5864 -1.2502  -0.53
Br -3.9135 5.8010 -1.3160  1.17
C -1.7890 4.4584 -2.4207  -0.13
C -0.7800 3.5572 -2.4655  -0.57
Br 0.2859 3.3793 -3.9228  1.08
C -0.5057 2.6523 -1.2717  -0.29
O 0.3422 1.8086 -1.2918  0.08
C -1.3538 2.8550 -0.0312  -0.12
N -1.0677 2.1013 1.0252  0.10
H -2.0047 1.6733 4.2145  0.11
H -0.3531 1.5798 3.5895  0.09
H -1.5467 0.3673 3.1106  0.09
H -3.3641 3.3118 3.1541  0.15
H -3.9343 4.6770 1.1740  0.11
H -1.9933 5.0936 -3.2733  0.13
O 1.9744 -3.0480 -5.3085  -0.02
C 0.8063 -3.7364 -4.9298  -0.21
N 0.2241 -2.8550 -3.9202  0.10
C -0.7777 -3.2568 -3.1292  -0.46
O -1.2945 -4.3534 -3.1489  0.13
C -1.2843 -2.2512 -2.1131  -0.07
C -2.6363 -2.2645 -1.7947  0.07
C -3.1063 -1.4322 -0.7906  0.01
C -2.2041 -0.6498 -0.0977  -0.10
N -0.8934 -0.6571 -0.3906  -0.06
C -0.4425 -1.4305 -1.3937  -0.04
H 2.3859 -3.4929 -6.0525  0.11
H 0.9931 -4.7104 -4.4819  0.14
H 0.1070 -3.8801 -5.7543  0.14
H 0.5482 -1.9039 -3.9413  0.14
H -3.2950 -2.9421 -2.3250  0.15
H -4.1537 -1.4125 -0.5222  0.13
H -2.5205 -0.0321 0.7296  0.11
H 0.6180 -1.3991 -1.5967  0.11

HOMO-LUMO gap (eV): 4.21
Energy relative to the best compared isomer or geometry (same formula, charge and spin) (kcal per mole): 8.0
HOMO level (eV): -16.5
Calculated total energy (Ha): -6710.5591
Lowest unoccupied orbital energy (eV): -12.28
Charge: +3
M (u): 708.77